Here is a structure of composition C81H162ClF8N13O25S8 from the Open Molecules 2025 dataset. Energies are from ωB97M-V/def2-TZVPD.

```
! wB97M-V def2-TZVPD RIJCOSX def2/J DEFGRID3
* xyz 4 1
C 6.971 3.135 -0.725
C 7.160 4.514 -1.275
C 8.008 4.467 -2.587
C 7.860 5.801 -3.314
C 6.503 6.258 -3.697
C 5.466 6.315 -2.503
N 5.668 5.044 -1.739
O 4.781 4.425 -1.353
C 4.011 6.250 -2.949
C 5.637 7.536 -1.528
C 7.706 5.446 -0.217
H 6.446 2.594 -1.479
H 6.610 3.163 0.319
H 8.002 2.777 -0.591
H 7.564 3.568 -3.150
H 9.001 4.248 -2.343
H 8.402 5.751 -4.279
H 8.353 6.552 -2.738
H 6.079 5.578 -4.492
H 6.548 7.263 -4.188
H 3.358 6.003 -2.160
H 3.949 5.442 -3.688
H 3.666 7.243 -3.362
H 5.159 7.413 -0.531
H 5.102 8.290 -2.081
H 6.715 7.800 -1.448
H 6.964 5.719 0.568
H 8.064 6.372 -0.667
H 8.589 5.002 0.222
C -7.863 3.516 3.288
C -8.119 3.178 4.757
C -8.975 4.198 5.448
C -10.543 4.258 5.166
C -11.141 2.861 5.208
C -10.354 1.784 4.367
N -8.810 1.880 4.627
O -8.206 0.898 4.587
C -10.619 2.155 2.884
C -10.684 0.337 4.768
C -6.837 2.917 5.438
H -8.792 3.693 2.806
H -7.289 2.696 2.769
H -7.148 4.393 3.220
H -8.536 5.168 5.225
H -8.899 4.021 6.542
H -10.869 4.798 4.248
H -10.986 4.779 5.994
H -12.134 2.757 4.870
H -11.094 2.486 6.279
H -10.472 3.211 2.599
H -11.677 1.930 2.644
H -9.936 1.667 2.223
H -11.774 0.163 4.814
H -10.311 0.252 5.746
H -10.262 -0.411 4.136
H -7.042 2.377 6.417
H -6.466 3.924 5.776
H -6.192 2.249 4.853
C -5.041 -1.356 11.049
C -4.722 -2.578 10.243
C -4.706 -3.802 11.193
C -4.764 -5.149 10.364
C -5.967 -5.131 9.398
C -5.945 -3.971 8.391
N -5.844 -2.701 9.274
O -6.719 -2.007 9.264
C -7.252 -3.845 7.602
C -4.717 -4.149 7.405
C -3.323 -2.261 9.485
H -4.394 -1.432 11.977
H -6.101 -1.334 11.345
H -4.756 -0.362 10.677
H -5.491 -3.701 11.938
H -3.735 -3.645 11.724
H -4.872 -6.039 10.958
H -3.800 -5.216 9.868
H -6.869 -5.078 10.092
H -5.987 -6.050 8.828
H -7.254 -2.947 6.993
H -8.166 -3.904 8.292
H -7.341 -4.733 7.027
H -3.874 -4.720 7.797
H -4.421 -3.152 7.061
H -5.074 -4.671 6.527
H -2.612 -2.081 10.295
H -3.455 -1.513 8.738
H -3.014 -3.142 8.981
C -0.383 3.405 9.554
C 0.832 2.618 9.771
C 0.592 1.090 9.538
C 1.904 0.343 9.322
C 2.770 0.936 8.213
C 3.176 2.352 8.291
N 1.821 3.138 8.686
O 1.608 4.241 8.186
C 3.604 2.970 6.973
C 4.128 2.681 9.388
C 1.342 2.924 11.192
H -0.303 4.371 10.029
H -1.130 2.850 10.176
H -0.829 3.470 8.587
H -0.002 1.070 8.609
H 0.091 0.728 10.409
H 1.661 -0.680 8.990
H 2.528 0.117 10.182
H 2.413 0.656 7.217
H 3.719 0.436 8.273
H 4.102 2.124 6.508
H 4.308 3.834 6.986
H 2.716 3.281 6.387
H 3.956 2.132 10.332
H 4.190 3.732 9.690
H 5.107 2.455 9.003
H 1.722 3.912 11.515
H 2.070 2.229 11.463
H 0.410 2.797 11.728
C 4.179 -0.628 -7.697
C 4.402 -2.168 -7.482
C 4.426 -2.891 -8.914
C 5.610 -2.454 -9.728
C 6.938 -2.950 -9.138
C 7.157 -2.372 -7.700
N 5.871 -2.349 -7.001
O 5.993 -2.740 -5.871
C 7.450 -0.819 -7.824
C 8.103 -3.220 -6.939
C 3.308 -2.708 -6.542
H 4.232 -0.020 -6.759
H 3.154 -0.476 -8.077
H 4.966 -0.299 -8.318
H 3.535 -2.562 -9.454
H 4.405 -4.005 -8.829
H 5.569 -1.383 -9.879
H 5.526 -2.832 -10.737
H 7.762 -2.637 -9.774
H 6.928 -4.050 -9.083
H 6.884 -0.413 -8.675
H 8.472 -0.739 -8.180
H 7.238 -0.369 -6.864
H 9.015 -3.388 -7.476
H 7.639 -4.184 -6.750
H 8.473 -2.754 -6.028
H 3.311 -3.728 -6.207
H 2.460 -2.507 -7.174
H 3.257 -2.056 -5.648
C 2.996 -4.791 0.934
C 2.860 -3.661 1.978
C 4.078 -3.778 3.036
C 5.136 -2.691 2.942
C 5.509 -2.421 1.442
C 4.360 -1.683 0.724
N 2.965 -2.368 1.277
O 2.036 -1.743 1.034
C 4.299 -2.141 -0.708
C 4.424 -0.152 0.907
C 1.452 -3.724 2.631
H 2.808 -5.686 1.540
H 3.931 -5.010 0.464
H 2.229 -4.793 0.153
H 4.468 -4.799 2.798
H 3.650 -3.938 4.028
H 5.994 -2.977 3.537
H 4.709 -1.785 3.386
H 5.657 -3.362 0.904
H 6.436 -1.784 1.380
H 3.523 -1.605 -1.233
H 4.053 -3.136 -0.872
H 5.129 -1.864 -1.269
H 4.385 -0.020 1.967
H 3.508 0.275 0.413
H 5.391 0.188 0.411
H 1.405 -4.737 3.065
H 0.686 -3.507 1.867
H 1.308 -3.064 3.437
C 1.014 1.020 -11.528
C 0.430 2.187 -10.821
C -1.066 1.983 -10.486
C -1.594 3.009 -9.537
C -0.699 2.895 -8.265
C 0.825 3.205 -8.480
N 1.290 2.483 -9.636
O 2.490 2.165 -9.739
C 1.647 2.722 -7.335
C 0.931 4.731 -8.778
C 0.626 3.518 -11.627
H 0.771 0.086 -11.108
H 2.116 1.104 -11.465
H 0.737 1.101 -12.541
H -1.252 0.973 -10.176
H -1.606 1.944 -11.471
H -2.621 2.761 -9.288
H -1.639 4.057 -9.909
H -0.628 1.853 -8.028
H -1.096 3.436 -7.372
H 1.131 3.017 -6.467
H 2.689 3.176 -7.296
H 1.815 1.668 -7.161
H 1.918 5.108 -9.029
H 0.619 5.151 -7.821
H 0.168 5.142 -9.434
H 0.112 3.362 -12.533
H 1.644 3.564 -11.936
H 0.177 4.369 -11.113
C -1.001 -6.618 -0.182
C -2.123 -6.270 -1.131
C -3.099 -5.303 -0.452
C -3.988 -4.463 -1.236
C -3.079 -3.693 -2.281
C -2.411 -4.647 -3.264
N -1.553 -5.669 -2.429
O -0.439 -5.856 -2.769
C -1.473 -3.901 -4.171
C -3.400 -5.443 -4.152
C -2.701 -7.610 -1.687
H -1.310 -7.243 0.606
H -0.636 -5.666 0.062
H -0.327 -7.235 -0.752
H -2.537 -4.735 0.288
H -3.797 -5.860 0.154
H -4.456 -3.833 -0.501
H -4.782 -5.102 -1.616
H -2.265 -3.269 -1.719
H -3.623 -2.975 -2.862
H -1.085 -4.480 -4.983
H -0.769 -3.278 -3.615
H -2.022 -3.056 -4.587
H -4.401 -5.650 -3.702
H -2.965 -6.382 -4.410
H -3.707 -4.970 -5.069
H -1.912 -8.094 -2.271
H -3.601 -7.440 -2.320
H -3.087 -8.297 -0.917
C -2.824 -0.862 -0.194
C -2.042 0.302 -0.712
C -0.916 0.710 0.353
C 0.328 1.461 -0.175
C 0.989 0.546 -1.240
C 0.139 0.480 -2.426
N -1.238 -0.140 -1.921
O -1.735 -0.969 -2.608
C 0.796 -0.414 -3.433
C -0.244 1.875 -3.069
C -2.930 1.470 -1.075
H -3.166 -0.506 0.810
H -2.251 -1.776 -0.215
H -3.686 -1.138 -0.828
H -0.539 -0.204 0.733
H -1.390 1.184 1.174
H 0.944 1.552 0.672
H 0.217 2.484 -0.477
H 1.338 -0.457 -0.914
H 1.900 0.937 -1.700
H 0.923 -1.470 -3.158
H 1.805 -0.003 -3.575
H 0.353 -0.291 -4.419
H -0.509 2.649 -2.346
H -1.104 1.565 -3.701
H 0.496 2.172 -3.749
H -3.712 1.299 -1.807
H -2.307 2.351 -1.478
H -3.526 1.672 -0.180
N 4.815 1.477 -3.336
S 3.785 2.126 -4.266
O 2.982 2.962 -3.375
O 3.189 1.228 -5.287
F 4.485 3.356 -5.131
S 5.910 0.387 -3.829
O 6.230 0.524 -5.213
O 5.727 -0.834 -3.171
F 7.140 1.006 -3.127
N 0.909 0.661 5.375
S 1.386 -0.024 4.070
O 0.624 0.003 2.919
O 1.985 -1.278 4.473
F 2.624 0.930 3.771
S -0.266 1.656 5.575
O -0.705 2.418 4.454
O -0.026 2.282 6.861
F -1.484 0.644 5.983
N -0.740 -0.316 -7.911
S -2.155 -0.545 -7.163
O -2.797 -1.752 -7.431
O -2.814 0.735 -7.090
F -1.638 -0.797 -5.627
S -0.139 -1.580 -8.685
O 1.294 -1.400 -8.743
O -0.878 -1.974 -9.874
F -0.356 -2.776 -7.743
N -6.736 -1.015 2.689
S -6.547 0.125 1.696
O -5.495 1.080 1.992
O -7.849 0.667 1.492
F -6.181 -0.447 0.342
S -5.488 -1.690 3.464
O -4.201 -1.490 2.828
O -5.723 -2.959 4.017
F -5.329 -0.642 4.743
Cl 0.086 -3.170 -0.869
*
```

## Properties
Gap between HOMO and LUMO, Ha: 0.232
DFT total energy, hartree: -10218.97546


Here is the molecule ClH4N2OP from the Open Molecules 2025 dataset. Energies are from ωB97M-V/def2-TZVPD.

```
! wB97M-V def2-TZVPD RIJCOSX def2/J DEFGRID3
* xyz 0 1
N -1.253 -0.180 0.626
P -0.020 0.500 -0.288
N 1.333 0.175 0.562
O -0.185 1.825 -0.847
Cl 0.009 -1.145 -1.973
H -2.258 0.161 0.406
H -1.152 -1.228 0.309
H 1.415 -0.654 1.056
H 2.110 0.545 0.149
*
```

## Properties
Gap between HOMO and LUMO, Ha: 0.408
Structure (SMILES): NP(N)(=O)Cl
Energy relative to the best compared isomer or geometry (same formula, charge and spin), kcal per mole: 9.3
DFT total energy, hartree: -988.77609


Here is the molecule C6H15NO2 from the Open Molecules 2025 dataset. Energies are from ωB97M-V/def2-TZVPD.

```
! wB97M-V def2-TZVPD RIJCOSX def2/J DEFGRID3
* xyz 0 1
C 2.482 -0.133 -1.795
C 1.714 -0.290 -0.489
O 2.374 0.365 0.579
C 0.211 0.340 -0.633
O 0.284 1.714 -0.370
C -0.759 -0.400 0.270
C -0.453 -0.240 1.756
C -2.236 0.155 -0.064
N -3.314 -0.498 0.636
H 3.531 -0.394 -1.652
H 2.426 0.900 -2.136
H 2.061 -0.777 -2.563
H 1.662 -1.344 -0.201
H 2.642 1.244 0.278
H -0.100 0.242 -1.677
H 0.574 1.800 0.552
H -0.736 -1.461 -0.003
H -0.650 0.779 2.088
H -1.074 -0.912 2.345
H 0.587 -0.484 1.962
H -2.416 0.049 -1.137
H -2.259 1.218 0.182
H -3.223 -0.382 1.638
H -3.329 -1.491 0.432
*
```

## Properties
Gap between HOMO and LUMO, Ha: 0.354
Structure (SMILES): C[C@@H](O)[C@H](O)[C@@H](C)CN
Energy relative to the best compared isomer or geometry (same formula, charge and spin), kcal per mole: 29.4
DFT total energy, hartree: -442.83436


| no. | lowest unoccupied orbital energy (eV) | highest occupied orbital energy (eV) |
| --- | --- | --- |
| 1 | -7.99 | -14.29 |
| 2 | 0.43 | -10.68 |
| 3 | 0.81 | -8.81 |